(1)
The molecule C5H6FNO at a distorted geometry. Source: OMol25; level of theory: wB97M-V/def2-TZVPD.

Each line ends with the natural charge from an NBO analysis.
Geometry (Å):
C: 1.414 0.826 0.175  -0.114
C: -1.101 -0.927 0.289  0.025
C: 0.878 -1.118 1.617  0.551
C: -1.102 0.560 0.008  -0.483
C: 0.270 0.878 -0.751  -0.063
N: -0.212 -1.241 1.163  -0.406
O: 0.411 0.150 -2.038  -0.703
F: 1.240 -1.151 2.851  -0.294
H: 2.258 0.406 -0.335  0.140
H: -1.775 -1.816 -0.125  0.230
H: -1.961 0.901 -0.622  0.226
H: -1.141 1.347 0.740  0.236
H: 0.063 1.915 -1.183  0.193
H: 0.758 -0.730 -1.790  0.462

Properties
2S+1	3
molecular weight	115.11	g mol⁻¹
energy relative to the best compared isomer or geometry (same formula, charge and spin)	2.451	eV
<S²>	2.067
LUMO energy (alpha / beta)	0.11 / -1.13	eV
HOMO level (alpha / beta)	-7.06 / -8.71	eV



(2)
A structure of composition C5H6FO4Rh at a distorted geometry. Source: OMol25; level of theory: wB97M-V/def2-TZVPD.

Each line ends with the natural charge from an NBO analysis.
Geometry (Å):
O: -2.069 0.589 2.093  -0.579
C: -1.056 0.711 2.809  0.391
H: -1.188 0.673 3.900  0.278
H: 0.491 -0.178 0.486  0.266
C: 0.260 0.909 2.277  -0.279
H: 0.326 1.692 1.517  0.246
H: 1.078 0.866 3.001  0.292
C: 0.188 -0.458 -0.754  0.420
C: 0.702 -1.572 -1.635  -0.158
O: 1.005 -0.880 -2.849  -0.322
C: 0.910 0.430 -2.687  0.963
O: 0.489 0.695 -1.395  -0.415
O: 1.221 1.284 -3.447  0.141
F: -1.271 -0.526 -0.676  -0.417
H: -0.057 -2.339 -1.818  0.302
H: 1.616 -2.017 -1.228  0.306
Rh: -2.646 0.119 0.405  1.565

Properties
net charge	+3
2S+1	6
molecular weight	252.00	g mol⁻¹
<S²>	8.768
LUMO energy (alpha / beta)	-12.82 / -17.96	eV
HOMO level (alpha / beta)	-23.01 / -24.61	eV



Copy entry 1 word for word.
The molecule C5H6FNO at a distorted geometry. Source: OMol25; level of theory: wB97M-V/def2-TZVPD.

Each line ends with the natural charge from an NBO analysis.
Geometry (Å):
C: 1.414 0.826 0.175  -0.114
C: -1.101 -0.927 0.289  0.025
C: 0.878 -1.118 1.617  0.551
C: -1.102 0.560 0.008  -0.483
C: 0.270 0.878 -0.751  -0.063
N: -0.212 -1.241 1.163  -0.406
O: 0.411 0.150 -2.038  -0.703
F: 1.240 -1.151 2.851  -0.294
H: 2.258 0.406 -0.335  0.140
H: -1.775 -1.816 -0.125  0.230
H: -1.961 0.901 -0.622  0.226
H: -1.141 1.347 0.740  0.236
H: 0.063 1.915 -1.183  0.193
H: 0.758 -0.730 -1.790  0.462

Properties
2S+1	3
molecular weight	115.11	g mol⁻¹
energy relative to the best compared isomer or geometry (same formula, charge and spin)	2.451	eV
<S²>	2.067
LUMO energy (alpha / beta)	0.11 / -1.13	eV
HOMO level (alpha / beta)	-7.06 / -8.71	eV



Q: Among the records above, which one has the lowest <S²>?
A: C5H6FNO